The following is a DFT calculation (the ωB97M-V functional and the def2-TZVPD basis) of a structure of composition C3H4INS at a distorted geometry.

Computed properties:
2S+1: 1
Gap between HOMO and LUMO (spin up / spin down): 7.1 / 7.1 eV
Charge: 0
LUMO (spin up / spin down): -0.79 / -0.79 eV
Strongest force on any atom: 2.80 eV/A
Relative energy (zero: lowest compared OMol25 entry of this formula, charge and spin): 78.8 kJ/mol
Electronic energy: -867.29193 hartree

Cartesian coordinates (Å):
C (0.48143, 0.32986, 0.80534)
C (-0.05762, -0.81552, 1.26672)
C (0.05923, 0.68748, -0.47494)
N (-1.15096, 0.05233, -0.66902)
S (-1.47342, -1.27270, 0.30678)
I (1.97026, -0.21334, -2.23317)
H (1.30010, 0.70539, 1.32107)
H (0.15951, -1.39364, 2.12341)
H (0.04458, 1.75150, -0.76845)
H (-1.33311, 0.16863, -1.67772)

Atoms 1-2, force components in eV/Å:
0.9 -2.0 0.9
-2.1 0.3 -1.2

The following is a DFT calculation (the ωB97M-V functional and the def2-TZVPD basis) of a cluster of 2 separate species, C3H4INS in total at a distorted geometry.

Computed properties:
2S+1: 1
Gap between HOMO and LUMO (spin up / spin down): 4.7 / 8.1 eV
Charge: 0
LUMO (spin up / spin down): -2.83 / -1.16 eV
Strongest force on any atom: 3.98 eV/A
Relative energy (zero: lowest compared OMol25 entry of this formula, charge and spin): 175.6 kJ/mol
Electronic energy: -867.25507 hartree

Cartesian coordinates (Å):
C (-0.17760, -0.65243, -0.73213)
C (0.96470, -0.03371, 1.09352)
C (-0.07414, 0.71369, -1.04639)
N (0.36659, -1.05063, 0.31747)
S (0.68659, 1.52580, 0.19406)
I (-3.43197, -0.02506, 0.05975)
H (-0.55790, -1.49355, -1.24693)
H (0.56366, -0.05753, 2.02910)
H (1.96781, -0.01627, 1.32150)
H (-0.30774, 1.08970, -1.98995)

Atoms 1-2, force components in eV/Å:
-0.2 -0.6 -1.0
-1.5 0.6 -2.3

The following is a DFT calculation (the ωB97M-V functional and the def2-TZVPD basis) of a structure of composition C3H4INS at a distorted geometry.

Computed properties:
2S+1: 1
Gap between HOMO and LUMO: 9.2 eV
Charge: 0
LUMO: 0.30 eV
Strongest force on any atom: 4.15 eV/A
Relative energy (zero: lowest compared OMol25 entry of this formula, charge and spin): 170.4 kJ/mol
Electronic energy: -867.25707 hartree

Cartesian coordinates (Å):
C (0.53695, 1.28443, 0.65429)
C (-0.14757, -0.72908, -0.86913)
C (-0.25073, -0.54993, 0.62405)
N (0.91604, 1.62949, -0.47604)
S (0.84390, 0.59418, -1.73816)
I (-2.22683, -0.58714, 1.40411)
H (0.78811, 1.78095, 1.60943)
H (0.40222, -1.66813, -1.32278)
H (-1.15875, -0.71536, -1.27781)
H (0.29665, -1.03942, 1.39204)

Atoms 1-2, force components in eV/Å:
-0.9 -2.7 0.4
0.8 -2.2 -1.2

The following is a DFT calculation (the ωB97M-V functional and the def2-TZVPD basis) of a structure of composition C3H4KLiO3 at a distorted geometry.

Computed properties:
2S+1: 2
Gap between HOMO and LUMO (spin up / spin down): 7.2 / 7.1 eV
Charge: +1
LUMO (spin up / spin down): -3.81 / -4.14 eV
Strongest force on any atom: 6.82 eV/A
Relative energy (zero: lowest compared OMol25 entry of this formula, charge and spin): 548.4 kJ/mol
Electronic energy: -949.53577 hartree

Cartesian coordinates (Å):
O (-1.01751, -0.45057, 0.14429)
C (-1.67953, -1.29726, 0.95794)
C (-2.69157, -2.11550, 0.30137)
H (-0.27170, -1.74659, 1.33443)
H (-2.04937, -0.74477, 1.83869)
H (-2.50195, -2.48237, -0.71063)
H (-3.73463, -2.00071, 0.60052)
K (-0.31112, 1.47707, -1.78188)
O (1.27397, -0.04514, -0.39662)
C (0.82712, -0.94732, 0.35363)
O (1.51474, -1.96079, 0.60382)
Li (3.03171, -2.54251, 1.36941)

Atoms 1-2, force components in eV/Å:
3.4 0.2 -1.6
-0.7 -1.6 1.4